[1]
DFT (ωB97M-V with the def2-TZVPD basis set) results for an isolated ion of composition HN2O3S and charge -1.

Calculated values
E_LUMO, eV: 4.060
Charge: -1
Energy relative to the best compared isomer or geometry (same formula, charge and spin), kcal per mole: 72.38
Spin multiplicity: 1
E, Ha: -734.0008
Molecular weight, u: 109.09

Element x y z (Å)
N (-0.67, -0.58, -0.56)
O (0.41, 0.55, -2.12)
O (-1.87, -1.84, 1.39)
N (0.15, -0.53, -1.56)
O (0.57, -1.55, 1.43)
S (-0.63, -2.00, 0.71)
H (-1.13, 0.41, -0.17)


[2]
DFT (ωB97M-V with the def2-TZVPD basis set) results for a 2-piece molecular cluster, HN2O4 overall.

Calculated values
E_LUMO (spin up / spin down), eV: -11.053 / -11.052
Charge: +1
Energy relative to the best compared isomer or geometry (same formula, charge and spin), kcal per mole: 57.13
Spin multiplicity: 1
E, Ha: -410.3842
Molecular weight, u: 93.02

Element x y z (Å)
O (0.80, -1.32, -0.78)
O (0.45, -1.89, 0.37)
N (-0.74, 2.35, 0.23)
O (-0.70, -1.97, 0.63)
H (1.59, -1.79, -1.05)
N (-1.23, 1.40, -0.12)
O (-0.18, 3.23, 0.72)


[3]
DFT (ωB97M-V with the def2-TZVPD basis set) results for one molecule with the formula HN3O2S.

Calculated values
E_LUMO, eV: -0.432
Charge: 0
SMILES: [H]/N=N/S[N+](=O)[O-]
Energy relative to the best compared isomer or geometry (same formula, charge and spin), kcal per mole: 60.30
Spin multiplicity: 1
E, Ha: -713.3509
Molecular weight, u: 107.09

Element x y z (Å)
H (2.93, -0.01, 0.37)
N (-1.67, -0.28, -0.07)
N (1.17, -0.07, -0.18)
S (-0.46, 1.06, -0.29)
N (2.08, 0.59, 0.26)
O (-2.71, 0.06, 0.40)
O (-1.34, -1.35, -0.49)


[4]
DFT (ωB97M-V with the def2-TZVPD basis set) results for one molecule with the formula HN3O2S.

Calculated values
E_LUMO (spin up / spin down), eV: -0.456 / -0.457
Charge: 0
SMILES: [H]/N=N\S[N+](=O)[O-]
Energy relative to the best compared isomer or geometry (same formula, charge and spin), kcal per mole: 98.71
Spin multiplicity: 1
E, Ha: -713.2897
Molecular weight, u: 107.09

Element x y z (Å)
N (1.23, 0.13, 0.37)
S (2.80, 1.29, -0.33)
H (-0.60, -0.07, -0.72)
N (0.20, 0.10, -0.12)
O (4.63, -0.39, 0.48)
N (3.52, -0.33, 0.05)
O (2.70, -1.18, -0.17)


[5]
DFT (ωB97M-V with the def2-TZVPD basis set) results for one molecule with the formula HN3O3S.

Calculated values
E_LUMO, eV: -0.808
Charge: 0
SMILES: [H]/N=[N+](\[O-])OSN=O
Energy relative to the best compared isomer or geometry (same formula, charge and spin), kcal per mole: 33.49
Spin multiplicity: 1
E, Ha: -788.5026
Molecular weight, u: 123.09

Element x y z (Å)
N (1.26, -0.68, -0.06)
O (-0.01, -0.71, -0.57)
H (2.27, 0.54, 1.16)
S (-0.99, 0.62, -0.06)
N (1.43, 0.29, 0.75)
O (1.94, -1.61, -0.44)
N (-2.44, 0.92, -0.14)
O (-3.46, 0.63, -0.64)


[6]
DFT (ωB97M-V with the def2-TZVPD basis set) results for a 2-piece molecular cluster, HN3O5 overall.

Calculated values
E_LUMO (spin up / spin down), eV: -2.601 / -2.749
Charge: 0
Energy relative to the best compared isomer or geometry (same formula, charge and spin), kcal per mole: 52.32
Spin multiplicity: 1
E, Ha: -540.6754
Molecular weight, u: 123.02

Element x y z (Å)
O (1.14, 1.62, -0.55)
N (-0.06, 0.05, 0.51)
O (-0.82, 2.08, 0.28)
N (0.13, 1.34, 0.01)
H (1.69, -1.53, 0.36)
O (-0.68, -1.93, -0.11)
O (1.67, -0.63, 0.07)
O (-2.03, -0.21, -0.45)
N (-1.04, -0.80, -0.12)